Record 1
75
Properties=species:S:1:pos:R:3:lowdin_charge:R:1 method="wB97M-V/def2-TZVPD" lumo_energy_ev=1.89 gap_ev=6.85 max_force_ev_per_a=4.68 relative_energy_kj_mol=332.58 total_charge=-1 homo_energy_ev=-4.96 e_tot_ev=-116844.598
C -4.4037 6.0382 -1.6204 -0.180
C -4.5135 5.6842 -3.2402 -0.340
C -3.8893 6.8428 -4.2181 -0.793
Br -4.2005 8.7254 -3.6045 0.447
Al -1.8819 6.6190 -4.6413 0.179
C -1.2057 4.6906 -4.4630 -0.235
C 0.0935 4.4999 -3.4739 -0.297
O 0.5212 5.7495 -2.8016 -0.138
C -0.1806 3.2489 -2.4053 -0.194
F -0.8270 2.0702 -3.0316 -0.002
F 1.1490 2.7566 -1.8836 -0.042
F -1.0231 3.7621 -1.2998 0.011
H -5.0051 7.0122 -1.3238 0.050
H -3.2962 6.1115 -1.2495 0.076
H -4.9007 5.1452 -1.0380 0.063
H -5.6793 5.6312 -3.4806 0.096
H -4.1033 4.5978 -3.4371 0.089
H -4.4500 6.7428 -5.2674 0.049
H -1.7210 7.0183 -6.1958 -0.110
H -0.9474 7.6464 -3.8379 -0.093
H -0.9046 4.2528 -5.5211 0.067
H -2.0958 4.0324 -4.0772 0.044
H 1.0185 4.1457 -4.1370 0.156
H 1.5171 5.8356 -2.9954 0.123
C 1.2033 -1.6966 0.1437 -0.073
C 1.3575 -2.7979 -0.9009 -0.431
C 2.3157 -2.4241 -2.0559 -0.198
O 1.7566 -1.5248 -3.0172 -0.191
C 1.7931 -0.1593 -2.6329 -0.115
N 0.0254 -3.1688 -1.4044 0.040
H 0.5566 -0.8816 -0.1922 0.073
H 0.7548 -2.1006 1.0590 0.069
H 2.1760 -1.2712 0.4118 0.078
H 1.7846 -3.6700 -0.3903 0.115
H 2.5450 -3.3417 -2.6121 0.118
H 3.2729 -2.0448 -1.6797 0.116
H 2.6864 0.0827 -2.0489 0.091
H 0.8907 0.0955 -2.0753 0.062
H 1.7981 0.4490 -3.5424 0.090
H 0.1244 -3.9721 -2.0271 0.069
H -0.2827 -2.4174 -2.0278 0.076
C 1.9016 -7.1278 2.7042 -0.078
C 1.3896 -6.2111 1.5971 -0.432
C 0.0697 -5.4887 1.9541 -0.194
O -1.0945 -6.3154 1.8734 -0.188
C -1.3118 -7.1345 3.0117 -0.112
N 1.2593 -6.9891 0.3547 0.039
H 1.3479 -8.0685 2.7651 0.063
H 2.9516 -7.3887 2.5268 0.076
H 1.8435 -6.6345 3.6800 0.077
H 2.1529 -5.4391 1.4381 0.127
H -0.0863 -4.6908 1.2174 0.108
H 0.1301 -4.9972 2.9321 0.116
H -0.9992 -6.6454 3.9393 0.089
H -0.7961 -8.0879 2.8890 0.070
H -2.3830 -7.3482 3.0762 0.087
H 1.0134 -6.3520 -0.4045 0.064
H 0.4283 -7.5791 0.4527 0.072
C 0.4658 1.8020 5.1980 -0.076
C 0.9659 0.3691 5.0407 -0.432
C 2.1083 0.2233 4.0085 -0.197
O 1.6800 0.2741 2.6450 -0.216
C 1.4812 1.5858 2.1414 -0.093
N -0.1736 -0.5012 4.7099 0.035
H -0.1762 2.1197 4.3720 0.067
H -0.1264 1.8995 6.1155 0.076
H 1.3030 2.5042 5.2684 0.078
H 1.3628 0.0567 6.0147 0.131
H 2.5536 -0.7710 4.1387 0.118
H 2.9117 0.9466 4.1905 0.116
H 2.1919 2.3032 2.5632 0.092
H 0.4559 1.9066 2.3306 0.079
H 1.6200 1.5572 1.0565 0.083
H 0.1474 -1.4705 4.7044 0.067
H -0.4171 -0.3226 3.7316 0.072



Record 2
22
Properties=species:S:1:pos:R:3:lowdin_charge:R:1 method="wB97M-V/def2-TZVPD" lumo_energy_ev=-5.73 gap_ev=6.72 max_force_ev_per_a=4.01 relative_energy_kj_mol=223.38 total_charge=+1 homo_energy_ev=-12.45 e_tot_ev=-12018.233
C -0.0066 0.1352 -0.5885 -0.247
C 0.7744 1.0047 -1.2961 -0.241
C -1.4536 -1.4292 0.2854 0.014
C 0.4713 1.7256 0.7933 -0.298
C -0.7671 -1.1646 -0.9782 -0.053
C 1.4240 0.8297 -2.6099 0.019
C -0.9209 -2.3034 1.2437 -0.036
C 0.7883 2.4910 2.0317 0.022
N -0.2726 0.6624 0.6208 0.149
O 1.1756 1.9270 -0.3864 0.124
H 0.1028 -1.9596 -1.1409 0.189
H -1.4140 -0.7518 -1.7953 0.160
H -2.3882 -0.9620 0.6109 0.159
H 2.5065 0.7138 -2.4676 0.107
H 1.3796 1.7858 -3.1959 0.116
H 0.9211 0.0813 -3.1399 0.067
H 0.1916 -2.4049 1.1537 0.138
H -1.6013 -3.0944 1.1192 0.120
H -1.2148 -2.1720 2.3683 0.170
H 1.5812 1.9407 2.5337 0.088
H -0.1628 2.5772 2.7755 0.158
H 1.1579 3.4041 1.6233 0.074



Record 3
20
Properties=species:S:1:pos:R:3:lowdin_charge:R:1 method="wB97M-V/def2-TZVPD" lumo_energy_ev=0.26 smiles=CCCCC.C#P gap_ev=10.40 max_force_ev_per_a=4.95 relative_energy_kj_mol=231.20 homo_energy_ev=-10.14 e_tot_ev=-15718.595
C 0.0859 2.0401 0.8367 -0.117
C 0.2761 0.8692 -0.1694 -0.266
C 0.5179 -0.6154 0.3507 -0.303
C 0.4400 -1.6574 -0.6562 -0.274
C 0.5974 -3.0017 0.1758 -0.080
H 0.3682 1.8109 1.8851 0.079
H -0.9626 2.1817 0.9021 0.044
H 0.5622 2.8863 0.4022 0.048
H 1.1639 1.0427 -0.8580 0.073
H -0.6733 0.7738 -0.8883 0.133
H -0.2478 -0.7228 1.1200 0.111
H 1.5749 -0.5588 0.8205 0.120
H 1.1366 -1.5783 -1.5202 0.117
H -0.5298 -1.6209 -1.1070 0.092
H 0.5846 -3.8172 -0.4768 0.044
H -0.0719 -3.1651 0.9684 0.055
H 1.5512 -2.8574 0.6276 0.056
C 4.1304 0.4178 -0.9356 -0.530
P 4.1837 1.4965 0.1866 0.686
H 3.7368 -0.2958 -1.6097 -0.087



Record 4
30
Properties=species:S:1:pos:R:3:lowdin_charge:R:1 method="wB97M-V/def2-TZVPD" lumo_energy_ev=-1.26 gap_ev=5.84 max_force_ev_per_a=1.43 relative_energy_kj_mol=0.00 homo_energy_ev=-7.10 e_tot_ev=-239451.034
Bi -2.1086 -0.1688 1.3733 0.989
Se -3.3357 1.1241 3.3355 -0.234
Te -5.4060 1.6384 2.0431 0.207
Te -4.1732 3.2285 0.2301 0.163
Se -2.1295 1.8055 -0.3309 -0.221
Br -0.1612 -3.3939 -5.7622 0.745
C -0.0039 -2.4750 -4.1134 -0.687
C -1.1266 -2.2744 -3.3294 -0.108
C -1.0020 -1.6013 -2.1275 -0.012
C 0.2386 -1.1290 -1.6944 -0.263
C 1.3555 -1.3392 -2.5099 -0.016
C 1.2393 -2.0081 -3.7118 -0.123
N 0.2649 -0.4702 -0.4545 0.028
C 1.3283 -0.0709 0.1052 -0.092
C 1.3396 0.6330 1.3899 -0.250
C 2.5740 1.0298 1.9026 -0.012
C 2.6279 1.7485 3.0827 -0.046
C 1.4448 2.0649 3.7246 -0.034
C 0.2569 1.6165 3.1684 -0.139
N 0.1931 0.9109 2.0444 -0.047
H -2.0932 -2.6325 -3.6538 0.108
H -1.8829 -1.4295 -1.5207 0.088
H 2.3290 -0.9684 -2.2184 0.102
H 2.1049 -2.1638 -4.3402 0.103
H 2.3171 -0.2121 -0.3373 0.117
H 3.4792 0.7689 1.3705 0.115
H 3.5802 2.0604 3.4901 0.114
H 1.4318 2.6472 4.6344 0.113
H -0.6925 1.8431 3.6405 0.043
F -3.9899 -0.7824 0.5692 -0.749



Record 5
11
Properties=species:S:1:pos:R:3:lowdin_charge:R:1 method="wB97M-V/def2-TZVPD" lumo_energy_ev=0.66 smiles="NC(=O)O.OO" gap_ev=10.31 max_force_ev_per_a=0.79 relative_energy_kj_mol=38.19 homo_energy_ev=-9.65 e_tot_ev=-10796.544
N -0.6524 1.0019 0.0049 0.204
C -1.1966 -0.2190 -0.0047 -0.649
O -0.5690 -1.2575 -0.0142 0.062
O -2.5423 -0.1870 -0.0039 0.113
H 0.3539 1.0896 0.0078 0.082
H -1.2392 1.8160 0.0168 0.117
H -2.8848 -1.0916 -0.0118 0.128
O 2.1698 -0.9932 0.0011 -0.084
O 2.2046 0.4311 0.0062 -0.113
H 1.2013 -1.1905 -0.0053 0.043
H 3.1547 0.6002 0.0032 0.097



Record 6
117
Properties=species:S:1:pos:R:3:lowdin_charge:R:1 method="wB97M-V/def2-TZVPD" lumo_energy_ev=-5.63 gap_ev=3.82 max_force_ev_per_a=14.44 relative_energy_kj_mol=246.62 total_charge=+1 homo_energy_ev=-9.45 e_tot_ev=-74120.482
C -2.6511 1.3318 -1.1060 -0.009
C -1.1601 0.9818 -1.3420 -0.373
C -0.1561 1.4798 -0.2270 -0.123
C -0.3401 0.6318 1.0290 -0.180
C 0.1609 -0.7822 0.8370 -0.128
C -0.5021 -1.4842 -0.4160 -0.415
N -1.0101 -0.5282 -1.3680 0.071
O -1.6181 -0.9782 -2.4240 0.168
C -1.4991 -2.4142 0.1110 -0.025
C 0.5979 -2.3732 -1.2220 0.044
C -0.7801 1.5148 -2.8140 0.014
H -3.2851 1.0368 -1.9510 0.085
H -2.7211 2.5048 -0.9520 0.152
H -3.0021 0.9578 -0.1640 0.048
H -0.3231 2.5428 -0.1210 0.092
H 0.9149 1.4128 -0.6760 0.142
H -1.4741 0.7678 1.3150 0.134
H 0.4469 1.0218 1.8150 0.129
H -0.0421 -1.5412 1.6470 0.108
H 1.2949 -0.6352 0.8740 0.112
H -2.3411 -2.0782 0.3190 -0.021
H -1.1731 -3.1842 0.9350 0.155
H -2.1611 -2.8112 -0.6290 0.097
H 1.1999 -3.0292 -0.5470 0.087
H 1.2219 -1.5362 -1.7670 0.119
H 0.2299 -3.0782 -1.9150 0.065
H -0.2601 2.5258 -2.9540 0.115
H -1.4791 1.5488 -3.4940 0.009
H 0.0019 0.7338 -3.1970 0.106
N 3.1239 2.4088 2.5800 -0.018
C 3.3059 3.6878 3.2070 0.012
C 3.9069 4.4518 1.9640 -0.047
C 3.9339 3.4708 0.8340 -0.140
C 3.2879 2.3268 1.2180 -0.183
H 2.8109 1.5568 3.1260 0.087
H 3.1809 3.8318 4.1400 0.003
H 4.2249 5.5278 1.9750 0.080
H 4.2889 3.6048 -0.1890 0.087
H 2.9129 1.4488 0.7090 0.083
N 2.5459 -4.6652 2.4750 -0.013
C 2.8279 -6.0062 2.0840 -0.102
C 1.6669 -6.5732 1.3380 -0.063
C 0.7589 -5.3892 1.1740 -0.079
C 1.4089 -4.3002 1.9950 -0.196
H 3.1639 -4.1952 3.1210 0.148
H 3.7599 -6.5942 2.0290 0.098
H 1.4299 -7.5922 0.9400 0.094
H -0.2051 -5.3412 0.6720 0.058
H 0.9949 -3.2822 2.1580 0.086
N 4.6119 -2.9262 -5.6080 -0.002
C 3.7269 -2.1012 -4.8540 -0.113
C 4.4119 -1.7352 -3.5780 -0.078
C 5.8679 -2.3562 -3.6140 -0.037
C 5.8529 -3.0962 -4.9040 -0.085
H 4.5019 -3.3432 -6.5200 0.136
H 2.8769 -1.7222 -5.2540 0.043
H 3.9529 -1.0922 -2.7150 0.080
H 6.5859 -2.0952 -2.8670 0.046
H 6.6559 -3.5152 -5.2510 0.027
N 3.3819 -0.0362 4.6490 -0.092
C 3.1489 0.9828 5.5470 -0.121
C 1.6599 1.1908 5.5480 -0.008
C 1.0539 0.2798 4.4080 -0.029
C 2.2699 -0.4382 3.9440 -0.202
H 4.2619 -0.6952 4.3450 0.221
H 3.9399 1.5558 6.1820 0.139
H 1.1209 1.7528 6.1270 0.004
H 0.0479 0.0888 4.1680 0.041
H 2.5069 -1.2202 2.9520 0.145
N -6.6011 -3.8492 -1.0920 -0.039
C -7.3491 -3.0602 -1.9260 -0.143
C -6.6091 -1.7472 -2.1860 -0.109
C -5.2931 -1.8452 -1.4910 -0.079
C -5.2931 -3.3022 -0.9320 -0.101
H -6.6891 -4.7842 -0.7620 0.130
H -8.4131 -3.3682 -2.4490 0.151
H -7.0511 -0.8912 -2.8160 0.099
H -4.4881 -1.0182 -1.4350 0.065
H -4.6711 -3.8882 -0.2940 0.064
N -7.5241 4.3458 0.2520 -0.088
C -6.2611 3.8448 0.0570 -0.141
C -6.5041 2.3878 -0.3950 -0.120
C -7.9551 2.1108 -0.2010 -0.113
C -8.5741 3.4578 0.1210 -0.127
H -7.7591 5.3598 0.3140 0.163
H -5.1761 4.4448 0.1120 0.148
H -5.8021 1.5518 -0.9170 0.095
H -8.8261 1.3458 -0.3900 0.108
H -9.5911 3.8358 0.1470 0.094
C 1.1029 5.5288 0.1520 0.063
N -0.1521 5.6648 -0.5580 -0.485
O -0.8171 6.6538 -0.6780 0.082
O -0.5471 4.7048 -1.2010 0.004
H 1.3129 4.6568 0.5870 0.018
H 0.8259 6.5238 0.7460 0.167
H 1.7489 5.5028 -0.8000 0.153
C -4.9881 -0.7142 3.9280 0.052
N -3.8081 -0.2682 3.1000 -0.409
O -2.8891 0.0808 3.8530 0.051
O -3.8171 -0.5692 1.9510 0.076
H -4.7591 -1.4632 4.6120 0.078
H -5.7541 -1.2202 3.3390 0.100
H -5.4671 0.1368 4.3200 0.086
C 6.0129 -0.8832 0.7620 0.071
N 4.6959 -1.5972 0.9150 -0.409
O 4.6269 -2.7582 0.8740 0.131
O 3.7539 -0.8262 1.1160 -0.014
H 6.0299 0.1768 1.0620 0.116
H 6.5279 -1.0182 -0.0960 0.058
H 6.7379 -1.1592 1.4260 0.067
C 3.4159 2.0758 -5.2160 0.026
N 2.8929 2.3428 -3.8850 -0.407
O 2.6379 3.5498 -3.6740 0.048
O 2.5879 1.4358 -3.1480 0.047
H 3.2219 1.1128 -5.6040 0.072
H 4.3709 2.4218 -5.2530 0.067
H 3.0679 2.5778 -6.2010 0.147



Record 7
42
Properties=species:S:1:pos:R:3:lowdin_charge:R:1 method="wB97M-V/def2-TZVPD" lumo_energy_ev=-7.89 gap_ev=4.16 max_force_ev_per_a=1.22 total_charge=+1 homo_energy_ev=-12.05 e_tot_ev=-27595.160
Cd 4.1338 -0.9269 0.2126 1.552
O 2.3582 -0.3682 -0.5437 -0.461
H 1.6265 -0.4818 0.0843 -0.025
O 1.2994 0.4625 -3.4906 -0.039
H 1.5072 0.2035 -2.5884 -0.024
H 2.1438 0.5270 -3.9447 0.039
O 1.9322 1.7682 2.3122 -0.043
H 2.1213 2.0182 1.3926 0.023
H 1.1782 2.3152 2.5564 0.086
O 2.0836 2.4455 -0.6556 -0.046
H 2.8511 2.8115 -1.1053 0.078
H 2.1739 1.4802 -0.7078 -0.016
O 3.4150 -0.5042 2.2905 -0.136
H 2.8920 0.3175 2.4571 0.024
H 3.5574 -0.9250 3.1468 0.087
C -0.7578 -0.7854 1.9014 -0.086
C -2.2050 -0.3019 1.9318 -0.312
O -2.8972 -0.8168 3.0585 -0.056
H -0.2234 -0.5254 0.9881 0.028
H -0.8110 -1.8771 1.9859 0.077
H -0.2045 -0.4874 2.7939 0.072
H -2.7028 -0.5958 1.0059 0.101
H -2.2387 0.7854 2.0101 0.106
H -3.3887 -1.5927 2.7771 0.088
C -1.3760 -2.2742 -1.3205 -0.075
C -0.0808 -3.0221 -1.0503 -0.301
O 0.9544 -2.5257 -1.9042 -0.094
H -1.7425 -2.5079 -2.3190 0.086
H -1.2087 -1.2004 -1.2291 0.052
H -2.1659 -2.5695 -0.6238 0.077
H -0.2230 -4.0866 -1.2270 0.114
H 0.2428 -2.8646 -0.0147 0.087
H 1.4104 -1.8223 -1.4335 -0.009
C -2.7194 1.8389 -0.8589 -0.086
C -1.2447 1.8636 -1.2017 -0.326
O -0.6807 3.1073 -0.8198 -0.072
H -2.9325 2.0226 0.1919 0.063
H -3.1498 0.8702 -1.1321 0.072
H -3.2955 2.5602 -1.4429 0.082
H -1.1154 1.6219 -2.2588 0.114
H -0.7727 1.0922 -0.5688 0.079
H 0.2557 2.9504 -0.6559 0.021



Record 8
97
Properties=species:S:1:pos:R:3:lowdin_charge:R:1 method="wB97M-V/def2-TZVPD" lumo_energy_ev=-2.84 gap_ev=8.16 max_force_ev_per_a=0.65 total_charge=+1 homo_energy_ev=-11.00 e_tot_ev=-53659.157
Zr 1.0352 -2.6276 0.1186 1.760
C 0.7097 -5.7486 -0.6673 -0.072
N 0.4011 -4.8690 0.4856 -0.367
C 1.1313 -5.3671 1.6801 -0.075
C -1.0618 -4.9320 0.7360 -0.174
C -1.4991 -3.8612 1.7151 -0.160
N -1.1648 -2.5270 1.1814 -0.230
C -2.2297 -2.1389 0.2066 -0.102
C -1.9769 -0.9021 -0.6015 -0.144
C -2.9189 0.1191 -0.6422 0.024
C -2.7491 1.2080 -1.4877 -0.152
C -1.5664 1.2736 -2.2229 0.032
C -0.5783 0.2939 -2.2071 -0.076
C -0.8459 -0.8223 -1.4084 -0.234
O 0.0028 -1.9023 -1.3495 -0.294
C 0.7239 0.4603 -2.9780 -0.520
C 0.9549 -0.6971 -3.9587 -0.026
C 0.7259 1.7562 -3.7905 -0.054
C 1.8715 0.5531 -1.9644 -0.034
C -3.8436 2.2465 -1.7169 -0.549
C -4.5040 1.9273 -3.0664 -0.034
C -4.9143 2.1984 -0.6259 -0.055
C -3.2754 3.6677 -1.7731 -0.039
C -1.0444 -1.5200 2.2706 -0.096
C -0.1366 -0.3546 1.9728 -0.146
C -0.6669 0.9295 1.9575 0.033
C 0.1545 2.0339 1.8165 -0.136
C 1.5253 1.8095 1.7441 0.024
C 2.1298 0.5557 1.7512 -0.082
C 1.2475 -0.5358 1.8457 -0.250
O 1.6776 -1.8584 1.7794 -0.303
C 3.6617 0.5215 1.7802 -0.527
C 4.0873 0.9870 3.1808 -0.026
C 4.2974 -0.8396 1.5153 -0.075
C 4.2358 1.4845 0.7355 -0.036
C -0.3809 3.4568 1.7296 -0.543
C -1.8900 3.4971 1.9488 -0.057
C 0.2889 4.3427 2.7847 -0.034
C -0.0685 3.9927 0.3266 -0.032
H 0.3567 -6.7643 -0.4602 0.110
H 1.7858 -5.7638 -0.8286 0.036
H 0.2050 -5.3673 -1.5575 0.104
H 0.6526 -6.2820 2.0459 0.110
H 1.1221 -4.6184 2.4772 0.090
H 2.1660 -5.5648 1.4047 0.023
H -1.3100 -5.9338 1.1126 0.141
H -1.5598 -4.8166 -0.2304 0.121
H -0.9845 -3.9909 2.6716 0.121
H -2.5771 -3.9490 1.9144 0.145
H -3.1677 -2.0244 0.7682 0.137
H -2.3553 -2.9861 -0.4748 0.128
H -3.8049 0.0278 -0.0312 0.112
H -1.4186 2.1302 -2.8636 0.096
H 0.1324 -0.7713 -4.6698 0.096
H 1.0589 -1.6554 -3.4593 0.063
H 1.8672 -0.5093 -4.5265 0.091
H -0.0687 1.7705 -4.5356 0.095
H 1.6746 1.8408 -4.3175 0.093
H 0.6236 2.6374 -3.1574 0.086
H 1.9304 -0.3293 -1.3081 0.047
H 1.7553 1.4253 -1.3189 0.086
H 2.8315 0.6286 -2.4787 0.099
H -4.9321 0.9251 -3.0683 0.091
H -3.7833 1.9871 -3.8812 0.086
H -5.3027 2.6397 -3.2703 0.090
H -5.4466 1.2477 -0.6142 0.082
H -5.6542 2.9762 -0.8094 0.091
H -4.4953 2.3686 0.3667 0.078
H -2.5650 3.7976 -2.5870 0.081
H -2.7809 3.9467 -0.8442 0.064
H -4.0867 4.3736 -1.9444 0.092
H -0.6631 -2.0475 3.1503 0.135
H -2.0435 -1.1387 2.5156 0.140
H -1.7348 1.0446 2.0543 0.111
H 2.1732 2.6729 1.6871 0.104
H 3.7023 0.3157 3.9477 0.095
H 3.7241 1.9903 3.3981 0.086
H 5.1746 0.9967 3.2534 0.092
H 4.0229 -1.5938 2.2447 0.076
H 5.3817 -0.7216 1.5411 0.096
H 4.0501 -1.2214 0.5225 0.037
H 3.9263 2.5172 0.8820 0.079
H 3.9530 1.1843 -0.2732 0.071
H 5.3232 1.4660 0.7970 0.094
H -2.1615 3.1645 2.9514 0.096
H -2.4189 2.8731 1.2271 0.056
H -2.2510 4.5186 1.8301 0.095
H 0.1005 3.9666 3.7896 0.095
H -0.1053 5.3565 2.7226 0.092
H 1.3661 4.4030 2.6429 0.078
H -0.5055 3.3507 -0.4398 0.069
H 1.0049 4.0452 0.1505 0.084
H -0.4740 4.9974 0.2036 0.093
I 4.2846 -4.2949 -0.1902 0.797
C 2.8124 -3.1156 -1.2327 -0.813
H 2.5731 -3.6984 -2.1281 -0.037
H 3.3697 -2.2396 -1.5747 -0.047



| no. | molecular weight (g/mol) |
| --- | --- |
| 1 | 531.46 |
| 2 | 138.19 |
| 3 | 116.14 |
| 4 | 902.22 |
| 5 | 95.05 |
| 6 | 802.96 |
| 7 | 339.69 |
| 8 | 754.97 |